No. 1
Molecular formula: C4H6N2O
Method: DFT, the ωB97M-V functional and the def2-TZVPD basis

The relative energy (zero: lowest compared OMol25 entry of this formula, charge and spin) comes out at 0.972 eV. As for the HOMO-LUMO gap: 8.50 eV. As for the structure (SMILES): Nc1[nH]ccc1O. Its net charge is 0.

Structure (XYZ):
```
13
Properties=species:S:1:pos:R:3:forces:R:3:nbo_charge:R:1
N -0.89579 1.34638 1.30085 0.049 0.080 -0.152 -0.83
C -0.26814 0.35161 0.52488 0.125 -0.091 -0.127 0.22
N 0.42815 -0.67164 1.11192 -0.090 -0.005 -0.017 -0.51
C 0.88136 -1.53943 0.14877 -0.005 -0.026 -0.051 -0.07
C 0.46556 -1.07743 -1.07506 0.048 0.029 0.053 -0.34
C -0.24969 0.13274 -0.83037 0.062 -0.114 0.298 0.15
O -0.89402 0.95339 -1.73458 0.098 0.028 -0.118 -0.70
H -1.59965 1.79966 0.72787 0.023 0.000 0.134 0.39
H -0.23693 2.05872 1.60277 -0.091 -0.065 -0.029 0.37
H 0.48103 -0.80605 2.10757 0.011 -0.008 -0.121 0.41
H 1.45955 -2.41224 0.41386 -0.086 0.119 -0.055 0.21
H 0.65867 -1.54390 -2.03297 -0.047 0.110 0.165 0.22
H -0.23010 1.40817 -2.26552 -0.097 -0.058 0.020 0.48
```
Forces are in eV/Å.


No. 2
Molecular formula: C4H6N2O
Method: DFT, the ωB97M-V functional and the def2-TZVPD basis

The relative energy (zero: lowest compared OMol25 entry of this formula, charge and spin) comes out at 2.913 eV. As for the HOMO-LUMO gap: 11.36 eV. As for the structure (SMILES): [H]/N=C/OCCC#N. Its net charge is 0.

Structure (XYZ):
```
13
Properties=species:S:1:pos:R:3:forces:R:3:nbo_charge:R:1
H -0.36258 -0.52210 -2.65746 -1.877 1.198 -2.820 0.36
N -0.28419 0.51970 -2.55834 0.609 -1.646 0.998 -0.58
C 0.40435 0.12316 -1.57497 0.555 -1.761 0.748 0.35
O 1.04474 0.79152 -0.60885 0.248 0.834 0.035 -0.52
C 0.29071 0.99660 0.57387 -0.076 0.225 0.255 -0.05
C 0.10239 -0.27479 1.41942 0.082 0.017 0.000 -0.55
C -0.98668 -1.14153 0.95450 -0.747 -0.559 -0.320 0.27
N -1.86022 -1.80717 0.59103 0.888 0.647 0.332 -0.31
H 0.51741 -1.00877 -1.48041 0.478 1.052 0.710 0.10
H -0.67617 1.44542 0.32086 0.110 -0.029 0.102 0.20
H 0.88868 1.71028 1.13734 -0.156 -0.018 0.117 0.21
H 1.03709 -0.84527 1.42857 -0.122 0.064 0.016 0.26
H -0.11552 0.01295 2.45444 0.009 -0.023 -0.173 0.26
```
Forces are in eV/Å.


No. 3
Molecular formula: C4H6N2O
Method: DFT, the ωB97M-V functional and the def2-TZVPD basis

The relative energy (zero: lowest compared OMol25 entry of this formula, charge and spin) comes out at 6.223 eV. As for the HOMO-LUMO gap: 8.27 eV. Its net charge is 0.

Structure (XYZ):
```
13
Properties=species:S:1:pos:R:3:forces:R:3:nbo_charge:R:1
C -2.08187 -0.03548 0.11745 -0.086 -0.017 0.028 -0.64
C -0.64709 0.04248 -0.32534 -0.303 -0.072 -0.199 0.05
N -0.38192 -0.45877 -1.56568 0.109 0.025 0.265 0.07
O 0.78953 -0.76658 -1.80523 -0.110 0.097 0.003 -0.39
C 1.22875 0.09590 0.26014 -0.094 0.572 0.053 0.40
N 2.31054 -0.56916 0.62069 0.033 0.102 -0.263 -0.80
C 0.30163 0.98998 0.30097 0.429 -0.426 -0.088 -0.40
H -2.57554 -0.91164 -0.30997 0.048 0.133 0.101 0.23
H -2.17132 -0.06832 1.20596 0.078 -0.020 -0.138 0.22
H -2.60664 0.86199 -0.23650 -0.013 -0.110 0.129 0.22
H 2.97549 -0.01887 1.15110 -0.011 -0.390 0.382 0.40
H 2.71535 -1.15121 -0.10381 0.007 0.147 0.017 0.41
H 0.14310 1.98970 0.69023 -0.087 -0.041 -0.289 0.23
```
Forces are in eV/Å.


No. 4
Molecular formula: C4H6N2O
Method: DFT, the ωB97M-V functional and the def2-TZVPD basis

The relative energy (zero: lowest compared OMol25 entry of this formula, charge and spin) comes out at 1.016 eV. As for the HOMO-LUMO gap: 9.72 eV. As for the structure (SMILES): Cc1cc(O)n[nH]1. Its net charge is 0.

Structure (XYZ):
```
13
Properties=species:S:1:pos:R:3:forces:R:3:nbo_charge:R:1
C -2.05345 0.05310 -0.04923 0.058 -0.053 -0.177 -0.64
C -0.55731 -0.11060 -0.03590 0.130 0.035 0.207 0.18
C 0.44890 -0.38266 -0.94811 -0.064 0.020 0.105 -0.40
C 1.64051 -0.10256 -0.22909 -0.183 0.049 0.072 0.44
O 2.89615 -0.09152 -0.72515 0.061 -0.042 0.081 -0.66
N 1.41887 0.24025 1.01967 0.129 -0.073 -0.232 -0.36
N 0.07369 0.26029 1.10608 -0.173 -0.134 0.145 -0.35
H -2.36466 0.42674 0.93496 -0.030 -0.253 -0.201 0.22
H -2.62688 -0.84788 -0.29875 0.283 0.144 0.081 0.23
H -2.32575 0.83582 -0.76151 -0.008 -0.127 -0.034 0.23
H 0.38831 -0.76487 -1.95674 -0.130 0.315 0.079 0.24
H 3.44467 0.31014 -0.03303 -0.019 -0.187 -0.189 0.49
H -0.33894 0.19467 2.01913 -0.054 0.307 0.064 0.40
```
Forces are in eV/Å.